[1]
C27H27BrN3O2RuS as an isolated structure. Source: the Open Molecules 2025 dataset; level of theory: ωB97M-V with the def2-TZVPD basis set.

Geometry as XYZ:
```
62
Properties=species:S:1:pos:R:3:forces:R:3:nbo_charge:R:1
Ru 0.32869 -0.59554 -0.82365 0.2 -0.1 -0.4 0.665
Br 2.52440 -3.11297 -0.16431 -0.1 0.0 0.0 0.151
C 3.26606 -1.46008 -0.66294 0.0 0.0 0.0 0.171
C 4.63307 -1.26256 -0.75551 0.0 0.0 0.0 -0.239
C 5.08091 -0.01614 -1.16152 0.0 0.0 0.0 -0.108
C 4.16103 0.98121 -1.47047 0.0 0.0 0.0 -0.179
C 2.82119 0.69466 -1.34972 0.0 0.0 0.0 0.090
N 2.38729 -0.51049 -0.94096 -0.1 0.1 0.1 -0.437
C 1.74390 1.69823 -1.67981 0.0 0.0 0.0 0.749
O 2.00929 2.81783 -2.02074 0.0 0.0 0.0 -0.541
O 0.50786 1.24327 -1.54070 0.1 0.0 0.1 -0.668
H 5.31401 -2.06714 -0.52042 0.0 0.0 0.0 0.263
H 6.14259 0.17253 -1.24566 0.0 0.0 0.0 0.255
H 4.45334 1.96717 -1.80337 0.0 0.0 0.0 0.273
C -2.26351 2.21089 -2.18472 -0.1 -0.1 0.0 -0.713
C -2.79113 0.88873 -2.54363 -0.1 0.3 -0.2 0.230
C -3.53263 0.73664 -3.76326 -0.1 -0.1 -0.1 -0.135
C -4.05854 -0.46894 -4.12060 0.1 0.4 -0.1 -0.199
C -3.85108 -1.56985 -3.27594 0.1 -0.1 0.3 0.047
C -3.09917 -1.48171 -2.06761 0.0 0.0 -0.1 -0.012
C -2.91998 -2.70406 -1.22806 0.0 0.0 0.1 -0.653
C -2.57871 -0.25956 -1.72360 0.1 -0.3 0.1 0.197
N -1.71549 -0.14882 -0.59956 -0.1 -0.3 0.2 -0.434
C -2.11383 0.30797 0.53138 -0.1 0.1 0.0 0.354
C -3.51205 0.71069 0.84881 0.0 0.0 0.0 -0.705
C -1.05910 0.41339 1.59417 -0.1 0.0 0.1 0.329
C -1.43435 0.88772 2.95614 0.0 0.0 0.0 -0.704
N 0.11257 0.07307 1.22361 0.2 0.2 0.0 -0.455
C 1.22528 0.06301 2.14490 0.0 0.0 -0.1 0.142
C 1.48341 -1.12277 2.83188 0.0 0.0 0.0 -0.047
C 0.52933 -2.28730 2.78642 0.0 0.0 0.0 -0.635
C 2.62677 -1.17084 3.62083 0.0 0.0 0.0 -0.192
C 3.46814 -0.07423 3.71872 0.0 0.0 0.0 -0.181
C 3.16596 1.09894 3.04627 0.0 0.0 0.0 -0.189
C 2.03054 1.19628 2.24834 0.0 0.0 0.0 -0.053
C 1.65896 2.49692 1.58840 0.0 0.0 0.0 -0.636
H -2.63654 2.99599 -2.83506 0.0 0.0 0.0 0.260
H -1.16044 2.16888 -2.23685 0.0 0.0 0.0 0.345
H -2.47134 2.45988 -1.14055 0.0 0.0 0.0 0.256
H -3.66378 1.61326 -4.38389 0.0 0.0 0.0 0.255
H -4.62137 -0.58266 -5.03626 0.0 0.0 0.0 0.267
H -4.26161 -2.53685 -3.54151 0.0 0.0 0.0 0.244
H -2.98545 -3.60888 -1.82884 0.0 0.0 0.0 0.255
H -3.71052 -2.75674 -0.47284 0.0 0.0 0.0 0.259
H -1.96377 -2.69547 -0.70460 0.0 0.0 0.0 0.232
H -4.17769 0.60276 -0.00379 0.0 0.0 0.0 0.242
H -3.54576 1.74342 1.20051 0.0 0.0 0.0 0.269
H -3.89042 0.09266 1.66654 0.0 0.0 0.0 0.273
H -1.86616 1.88912 2.89819 0.0 0.0 0.0 0.258
H -0.56624 0.91606 3.60886 0.0 0.0 0.0 0.269
H -2.18976 0.23531 3.39935 0.0 0.0 0.0 0.257
H 0.08374 -2.42872 1.79885 0.0 0.0 0.0 0.192
H -0.28925 -2.15017 3.49819 0.0 0.0 0.0 0.230
H 1.03782 -3.21211 3.05239 0.0 0.0 0.0 0.246
H 2.85318 -2.07827 4.16665 0.0 0.0 0.0 0.230
H 4.35452 -0.12869 4.33616 0.0 0.0 0.0 0.238
H 3.81179 1.96234 3.14752 0.0 0.0 0.0 0.231
H 2.54159 3.10891 1.41163 0.0 0.0 0.0 0.245
H 0.99174 3.07872 2.23062 0.0 0.0 0.0 0.231
H 1.14578 2.35896 0.63845 0.0 0.0 0.0 0.212
S 0.16556 -2.04229 -3.86174 0.0 0.0 0.0 0.308
C 0.26931 -1.35153 -2.50104 -0.1 0.0 -0.1 -0.102
```
Forces are in eV/Å.

Net charge = +2
HOMO level (spin up / spin down) = -14.03 / -14.03 eV
Kohn-Sham gap (spin up / spin down) = 0.2574 / 0.1470 Eh
DFT total energy = -120447.6430 eV
2S+1 = 2

=====

[2]
A 2-piece molecular cluster, C4H7N3O overall. Source: the Open Molecules 2025 dataset; level of theory: ωB97M-V with the def2-TZVPD basis set.

Geometry as XYZ:
```
15
Properties=species:S:1:pos:R:3:forces:R:3:nbo_charge:R:1
H -1.12012 -1.16863 -1.03424 1.3 0.2 0.0 0.345
N -0.20653 -0.66025 -0.94867 -1.9 -0.5 -0.3 -0.734
C 0.23933 -0.68730 0.22810 0.3 1.5 -1.2 0.576
O -0.14399 -1.41232 1.28417 -0.6 -0.4 0.8 -0.706
C 1.44807 0.24044 0.52950 0.6 -3.0 1.4 -0.327
N 1.53079 1.55843 0.05028 -1.3 0.6 -1.1 -0.387
C 1.90824 1.60287 -1.15844 0.1 -1.8 2.0 -0.036
H -1.04806 -1.82249 1.21962 1.1 0.6 -0.5 0.521
H 1.35404 0.24035 1.64088 1.4 -0.1 -0.6 0.219
H 2.31146 -0.29946 -0.02293 -0.9 0.1 2.0 0.196
H 1.96020 2.54429 -1.53803 0.3 2.4 -1.8 0.172
H 2.25328 0.68044 -1.63872 -0.1 0.4 -0.5 0.153
C -3.48683 -0.23631 0.49602 -0.7 0.5 -0.4 0.146
N -2.85144 -1.18053 0.54092 0.1 -0.4 0.3 -0.383
H -4.14845 0.60046 0.35152 0.3 -0.1 0.2 0.246
```
Forces are in eV/Å.

HOMO level = -9.62 eV
Kohn-Sham gap = 0.3838 Eh
Energy above the lowest of the compared OMol25 structures with the same formula, charge and spin = 71.0 kcal per mole
DFT total energy = -10776.6676 eV

=====

[3]
C30H40Cl3NO8PSSiTi as an isolated structure. Source: the Open Molecules 2025 dataset; level of theory: ωB97M-V with the def2-TZVPD basis set.

Geometry as XYZ:
```
86
Properties=species:S:1:pos:R:3:forces:R:3:lowdin_charge:R:1
Ti -0.15852 -0.67701 0.53397 -0.6 -0.6 0.3 0.803
C -4.68021 0.63710 0.57817 0.0 -0.1 0.0 -0.099
C -3.24644 0.90565 1.07436 -0.1 0.1 -0.2 -0.571
C -2.87606 2.29778 0.49530 0.0 0.0 0.1 -0.064
C -2.34296 -0.21975 0.53393 0.4 -0.1 0.3 -0.454
C -3.19764 1.05746 2.59598 0.1 0.0 0.0 -0.210
C -1.96786 1.05178 3.25806 -0.1 0.0 0.0 -0.040
C -1.87567 1.22675 4.62908 0.0 0.0 0.0 -0.079
C -3.02115 1.42965 5.38617 0.0 0.0 0.0 -0.120
C -4.25125 1.43739 4.74833 0.0 0.0 0.0 -0.106
C -4.33604 1.24992 3.37523 0.0 0.1 0.0 -0.063
H -4.65713 0.58993 -0.51322 0.0 0.0 0.0 0.079
H -5.37740 1.43540 0.85888 0.0 0.0 0.0 0.061
H -5.05070 -0.31860 0.94673 0.0 0.0 0.0 0.042
H -2.75259 2.21794 -0.58929 0.0 0.0 0.0 0.080
H -1.94858 2.66431 0.92221 0.1 0.0 0.0 0.036
H -3.66865 3.02697 0.70963 0.0 0.0 0.0 0.075
H -2.60268 -0.36108 -0.52353 0.2 -0.1 0.0 0.029
H -1.06882 0.87850 2.68614 0.1 0.0 0.0 0.078
H -0.90562 1.17335 5.11038 0.0 0.0 0.0 0.099
H -2.95746 1.54628 6.46214 0.0 0.0 0.0 0.085
H -5.15978 1.56199 5.32817 0.0 0.0 0.0 0.088
H -5.31304 1.21570 2.91371 0.0 0.0 0.0 0.094
O 0.05242 1.59611 0.70979 -0.1 0.0 -0.1 -0.548
S 1.33005 2.28943 1.07428 0.2 -0.1 0.0 1.070
C 0.81158 3.85709 1.76317 0.0 0.0 0.0 -0.348
C 1.23106 4.15287 3.04970 0.0 -0.1 -0.1 -0.075
C 0.79007 5.32161 3.65534 0.0 0.1 0.0 -0.082
C -0.06859 6.16909 2.97496 0.0 0.0 0.0 -0.086
C -0.49435 5.85580 1.68724 0.0 0.1 0.0 -0.070
C -0.05531 4.69819 1.07428 0.0 -0.1 0.0 -0.062
C 1.97310 2.88678 -0.48567 0.0 0.0 0.0 -0.354
C 1.22415 2.67053 -1.62943 0.0 0.0 0.1 -0.064
C 1.73337 3.09524 -2.84837 0.0 0.0 0.0 -0.078
C 2.97159 3.71596 -2.91043 0.0 0.0 0.0 -0.090
C 3.71760 3.91137 -1.75283 0.0 0.0 0.0 -0.087
C 3.22175 3.49011 -0.53126 -0.1 0.0 0.0 -0.071
H 1.87626 3.46219 3.57889 0.0 0.0 0.0 0.112
H 1.10139 5.55469 4.66535 0.0 0.0 0.0 0.101
H -0.42547 7.07325 3.45199 0.0 0.0 0.0 0.098
H -1.18315 6.51156 1.17049 0.0 0.0 0.0 0.104
H -0.39795 4.42710 0.08379 0.0 0.0 0.0 0.117
H 0.27489 2.15335 -1.55366 0.0 0.0 0.0 0.121
H 1.16609 2.91621 -3.75268 0.0 0.0 0.0 0.109
H 3.36938 4.03191 -3.86691 0.0 0.0 0.0 0.097
H 4.69378 4.37666 -1.80654 0.0 0.0 0.0 0.098
H 3.80269 3.61523 0.37505 0.0 0.0 0.0 0.114
C 1.89176 -5.48875 -1.34248 0.0 -0.1 0.0 -0.039
C 0.38632 -5.29252 -1.47449 -0.1 0.0 0.0 -0.608
C -0.16919 -6.13759 -2.61237 0.0 0.0 0.0 -0.041
C -0.33116 -5.60405 -0.17001 0.0 0.0 0.0 -0.073
O 0.09750 -3.92731 -1.91026 0.0 0.1 0.0 -0.167
P 0.70940 -2.62980 -1.23190 0.0 0.2 0.0 0.258
O -0.15874 -1.42303 -1.53565 0.1 0.1 0.0 -0.340
O 0.95008 -2.74960 0.23330 0.0 0.1 0.1 -0.289
O 2.14257 -2.45667 -1.96562 -0.1 -0.2 0.0 -0.154
C 2.34585 -1.86397 -3.25322 0.1 0.0 0.0 -0.632
C 2.27661 -0.34617 -3.12168 0.0 0.0 0.0 -0.041
C 1.33174 -2.36798 -4.27601 0.0 0.0 0.0 -0.034
C 3.75433 -2.29688 -3.64832 0.0 0.0 0.0 -0.036
H 2.08744 -6.52326 -1.05023 0.0 0.0 0.0 0.083
H 2.30007 -4.83441 -0.57204 0.0 0.0 0.0 0.083
H 2.40135 -5.28602 -2.28784 0.0 0.0 0.0 0.073
H -0.04756 -7.19854 -2.38263 0.0 0.0 0.0 0.081
H 0.35147 -5.91529 -3.54775 0.0 0.0 0.0 0.072
H -1.23072 -5.92434 -2.73800 0.0 0.0 0.0 0.087
H -0.09235 -6.62808 0.13186 0.0 0.0 0.0 0.086
H -1.40882 -5.51140 -0.29058 0.0 0.0 0.0 0.036
H -0.04580 -4.92938 0.63656 0.0 0.0 0.0 0.029
H 1.26285 -0.04822 -2.85793 0.0 0.0 0.0 0.069
H 2.56298 0.12886 -4.06515 0.0 0.0 0.0 0.082
H 2.95024 -0.01318 -2.33018 0.0 0.0 0.0 0.089
H 0.31855 -2.09118 -3.98347 0.0 0.0 0.0 0.082
H 1.38043 -3.45450 -4.36311 0.0 0.0 0.0 0.079
H 1.54964 -1.92397 -5.25139 0.0 0.0 0.0 0.082
H 4.46500 -1.96647 -2.88954 0.0 0.0 0.0 0.087
H 4.03505 -1.86535 -4.61242 0.0 0.0 0.0 0.078
H 3.80578 -3.38485 -3.71870 0.0 0.0 0.0 0.077
Cl -1.24392 -4.32547 3.16945 0.0 0.0 0.0 -0.577
Si -2.16945 -1.93464 1.39244 -0.7 0.1 -0.8 -0.120
Cl -3.95975 -2.10702 2.57952 0.4 0.0 0.2 0.163
Cl -2.84434 -3.25756 -0.23447 0.1 0.2 0.2 0.138
O 3.39828 -0.75642 1.95072 -0.1 0.0 0.0 0.065
N 2.29530 -0.58423 1.48075 0.2 0.1 0.3 -0.572
O 1.24027 -0.66683 2.17218 -0.1 -0.1 0.4 -0.096
O 2.11080 -0.27366 0.27354 0.2 0.3 -0.5 -0.125
```
Forces are in eV/Å.

Net charge = -2
HOMO level (spin up / spin down) = -0.53 / -0.47 eV
Kohn-Sham gap (spin up / spin down) = 0.1489 / 0.1467 Eh
Energy above the lowest of the compared OMol25 structures with the same formula, charge and spin = 14.4 kcal per mole
DFT total energy = -138319.5279 eV
2S+1 = 2